No. 1
C54H34F15GeIN3O3PS5Tl | ωB97M-V/def2-TZVPD

Summary:
HOMO energy (alpha / beta) = -0.077 / -0.077 Eh
orbital gap (alpha / beta) = 5.54 / 4.91 eV
ΔE to the lowest compared entry with this formula, charge and spin = 61.33 kJ/mol

The geometry in ORCA input format:
```
! wB97M-V def2-TZVPD RIJCOSX def2/J DEFGRID3
* xyz -2 2
H -1.38 3.20 -3.63
H -1.19 4.65 -1.64
Ge 2.89 1.98 -0.91
F 4.29 1.13 1.54
C -7.63 -2.23 2.13
S 1.39 0.58 -0.59
C -7.30 -0.84 0.19
C 2.46 3.98 -3.19
C -8.14 -1.59 1.04
H -9.20 -1.64 0.82
O -3.80 -2.41 -0.41
C -4.60 -2.38 -4.55
C -2.06 3.19 -0.32
C 1.05 2.99 4.18
C 0.66 -4.14 3.69
S 1.56 0.44 3.39
H -3.46 -4.34 -0.99
F 7.93 0.48 -2.41
C 7.00 0.60 -1.45
C -3.40 -1.35 -2.72
F 1.03 3.28 1.28
P -3.33 -0.74 -0.98
H -3.47 -2.77 -6.34
C -2.91 -3.49 -0.58
C 2.80 -4.29 -0.49
F 2.16 3.73 -6.78
F 8.50 -0.36 0.10
O -1.33 0.37 3.67
C 2.83 1.75 -3.84
C 2.46 -7.32 3.70
H 3.92 -1.85 4.36
H 3.17 -7.58 4.49
H 0.63 4.99 4.82
H -5.47 -1.93 -2.65
I -3.68 -0.61 2.65
Tl -0.46 -1.11 1.59
C -5.68 0.50 -1.62
S 3.96 -5.47 -0.18
C -6.28 -2.03 2.48
N 0.94 -5.46 3.75
H -2.10 -3.26 -1.30
C 0.55 1.72 3.84
C 2.27 4.35 -4.51
C -2.58 1.91 -0.21
H -8.26 -2.84 2.77
H 1.48 -2.25 3.73
C 2.99 -3.62 3.63
C 2.16 5.25 1.78
C 3.27 -4.96 3.60
F 2.68 1.15 -6.13
H -5.53 -2.76 -4.96
H 2.12 3.11 4.13
C 4.25 5.72 0.71
H -1.98 3.82 0.56
C -5.07 -0.21 -0.61
H 1.54 -7.87 3.83
C -1.62 3.66 -1.55
H 0.71 -3.39 -2.18
C -7.07 0.58 -1.75
C 7.30 0.18 -0.16
C 5.16 0.92 0.55
S 1.85 -3.59 0.71
H -5.06 0.96 -2.38
F 3.09 0.47 -3.54
N -0.82 1.55 3.92
C 0.22 4.02 4.55
C -3.45 -2.37 -5.33
C 4.81 1.32 -0.73
H 5.03 -3.00 3.56
C -2.69 1.07 -1.33
F 5.11 4.23 -0.86
H -2.69 2.31 4.24
H 2.00 -2.66 -3.18
H -8.93 -0.21 -1.07
H -1.85 4.60 4.85
H 1.74 -2.11 -1.50
F 1.99 5.62 -4.84
C 2.62 2.08 -5.16
H -7.50 1.13 -2.57
C -2.24 1.56 -2.55
O 2.67 -3.96 -1.79
C 2.77 2.69 -2.81
C -1.64 2.57 4.24
H -2.91 1.55 0.75
C 4.03 -2.56 3.55
F 2.33 4.95 -2.27
F 5.55 1.57 -2.97
H -1.35 -1.91 -5.37
H 2.92 -7.59 2.74
C 4.14 4.53 0.02
C -2.24 -1.39 -3.49
C 3.06 3.67 0.18
H 3.90 -2.00 2.62
H 4.29 -5.31 3.48
C -1.16 3.81 4.58
C 5.76 1.15 -1.71
C -5.45 -1.28 1.70
C 3.25 6.08 1.59
H -2.31 0.95 -3.44
C 2.08 4.06 1.08
H -2.45 -3.79 0.37
N 1.70 -3.24 3.73
F 3.33 7.24 2.25
C -5.89 -0.77 0.43
C -2.26 -1.90 -4.78
C 2.35 3.39 -5.50
C -4.57 -1.89 -3.25
C 6.37 0.34 0.85
H -5.91 -2.43 3.42
C 2.20 -5.85 3.69
C 1.72 -2.97 -2.17
F 1.18 5.63 2.61
C -1.72 2.84 -2.66
F 6.68 -0.05 2.09
S -0.93 -3.61 3.54
F 5.31 6.53 0.53
H -1.31 -1.04 -3.07
C -7.86 -0.15 -0.91
*
```

Atomic partial charges in e from the Löwdin method, atoms 1 to 5: 0.0977, 0.0987, 0.5586, 0.0596, -0.0930

No. 2
C54H43AsN4O4PS2SeTl | ωB97M-V/def2-TZVPD

Summary:
HOMO energy (alpha / beta) = 0.009 / 0.009 Eh
orbital gap (alpha / beta) = 2.33 / 2.33 eV
ΔE to the lowest compared entry with this formula, charge and spin = 531.90 kJ/mol

The geometry in ORCA input format:
```
! wB97M-V def2-TZVPD RIJCOSX def2/J DEFGRID3
* xyz -2 1
H 1.56 -2.88 5.26
C -0.47 3.80 -0.25
N 2.37 0.48 -2.58
C 2.67 -4.90 2.28
H -1.78 0.19 3.43
C -0.78 2.44 -6.81
H -1.60 1.96 -0.33
C 0.46 2.33 -7.53
O -2.34 -2.73 0.05
H -2.76 -3.88 9.41
C 2.67 1.28 -1.59
S -1.29 -3.61 -0.48
C 1.93 -0.05 4.75
C -1.90 3.27 -7.22
H 0.30 4.14 -8.64
C -0.80 1.05 -4.54
H -5.19 -1.78 6.73
C -1.86 -1.54 7.09
C -4.71 -3.30 4.77
S 3.39 -0.47 -3.41
C 0.78 4.38 -0.50
C 2.86 -4.48 4.52
Se -4.61 1.56 0.59
C -3.73 4.69 -6.69
C 0.84 3.24 -8.49
H 1.19 0.71 -6.24
C -4.09 -2.60 8.41
H 2.18 0.40 1.44
H 4.01 2.06 -0.28
C 1.79 3.54 -0.96
C -2.23 3.42 -8.59
H 3.76 -6.25 3.47
C 2.76 1.88 2.93
C 2.88 2.05 4.26
C -3.90 0.61 -0.79
C -1.72 -2.46 8.14
H -7.35 -4.61 3.06
C -6.55 -2.62 2.82
C -5.69 -4.17 4.45
H -0.97 -2.70 4.12
H 2.82 3.90 -1.11
H -4.69 5.78 -8.30
O -0.29 -3.10 -1.39
H -3.81 -3.56 5.34
O -0.87 -4.76 0.32
C 1.56 2.17 -1.06
C 5.07 0.98 -1.76
H 8.23 -0.42 -3.52
C -6.54 -3.89 3.33
C -3.94 4.98 -8.09
N 0.38 1.62 -0.82
H -5.82 -5.15 4.91
C -0.73 -1.63 4.02
As -3.54 -0.53 4.86
C -4.23 -1.87 7.22
C -0.62 2.44 -0.51
C 7.36 -0.01 -3.05
H -3.47 4.41 -10.07
H 0.88 5.47 -0.47
H 3.58 1.53 -9.72
P 0.63 -1.48 2.73
H -2.55 3.57 -5.20
C -1.97 -0.82 3.66
C 1.90 -3.69 2.06
H -0.39 -1.26 4.96
C 1.39 1.27 -7.15
H 8.49 1.08 -1.52
C 6.11 -0.38 -3.49
H -1.34 4.46 -0.03
C 7.47 0.84 -1.99
H -5.88 -0.63 2.95
H -1.73 2.87 -9.41
H 2.96 2.70 2.24
N -3.32 0.02 -1.62
O 0.17 -1.47 1.30
H 6.01 -1.10 -4.32
C -5.71 -1.66 3.35
C 2.75 1.83 -9.03
H 6.50 2.27 -0.66
H 3.34 2.93 4.64
H -1.00 -0.92 6.75
C 2.33 0.68 2.49
C 3.12 -5.37 3.51
C 2.56 1.07 5.19
C -2.72 3.88 -6.28
C -3.12 -1.32 6.59
H -2.47 -1.18 2.72
H -4.99 -2.94 8.92
H -4.44 5.18 -5.97
H 3.36 -4.58 5.49
H 1.48 -0.79 5.44
C 2.05 2.97 -9.28
C -3.23 4.31 -9.01
H -0.74 -2.72 8.44
C -2.79 -3.05 8.69
C 1.76 -0.28 3.37
H 3.24 0.27 -7.60
C 4.94 0.03 -2.81
H 1.41 -3.42 1.12
H 2.42 3.71 -9.97
Tl -0.90 -0.41 -2.82
H -7.08 -2.40 1.91
C 2.52 1.07 -7.90
C -0.90 1.63 -5.69
C 1.60 -2.95 3.15
H 2.68 1.17 6.31
C 6.39 1.43 -1.38
N 3.96 1.52 -1.17
C -4.75 -1.95 4.29
H 2.99 -5.48 1.42
C 2.03 -3.35 4.39
*
```

Atomic partial charges in e from the Löwdin method, atoms 1 to 5: 0.0979, -0.0435, -0.2701, -0.0552, 0.0277

No. 3
C54H43BrFeN5O7SSb | ωB97M-V/def2-TZVPD

Summary:
HOMO energy (alpha / beta) = -0.385 / -0.386 Eh
orbital gap (alpha / beta) = 6.99 / 5.38 eV
ΔE to the lowest compared entry with this formula, charge and spin = 143.01 kJ/mol

The geometry in ORCA input format:
```
! wB97M-V def2-TZVPD RIJCOSX def2/J DEFGRID3
* xyz 1 6
C -0.16 3.26 0.97
C 0.98 -0.48 -5.67
C -5.65 -0.23 2.07
H 3.66 -2.63 2.68
C 1.22 -1.28 -3.04
H 3.15 -3.58 -5.33
H -2.45 -1.08 -4.39
C 4.11 0.75 5.67
C -3.00 -4.89 -4.43
C -2.48 -2.88 -3.22
H -5.36 2.64 3.86
H -2.01 2.43 2.97
Br 1.40 -2.38 0.95
C 7.26 1.89 -0.66
C -0.75 -5.54 0.32
H -6.37 -0.99 1.79
C -5.16 -1.59 -1.34
H 5.74 -1.95 6.91
C -0.86 5.05 -0.45
C -3.39 0.62 1.98
C -4.06 0.56 -1.37
S 4.02 -0.59 -0.51
C 5.33 2.99 0.31
C 0.68 -0.04 -3.33
H -4.05 -1.13 0.98
H -2.55 -4.62 3.04
C -0.59 4.23 -1.53
N 2.77 0.33 0.07
N 0.29 0.78 -2.24
N 0.02 2.45 -0.06
C -2.59 -2.15 -4.40
O 2.91 -3.54 -6.26
H -5.35 2.27 -1.38
O 3.70 -1.04 -1.83
C 3.48 0.15 4.59
H -5.11 -2.68 -1.34
C -2.70 -4.26 -3.23
H -1.12 -6.46 2.22
H 5.42 0.46 7.34
C 1.67 -2.11 -4.05
C -1.32 -5.61 1.59
Sb -2.10 -1.79 -1.39
H -7.43 0.93 -1.29
H -0.54 -4.38 -1.47
H 2.89 0.75 3.91
C -6.40 -0.95 -1.30
H 3.98 1.80 5.86
H -0.72 4.57 -2.55
C -2.91 -2.79 -5.59
O 2.48 2.34 1.11
H -3.16 -5.96 -4.44
H -3.15 1.14 -1.35
H 2.07 -3.08 -3.78
C 3.66 -1.21 4.33
C 4.49 -1.96 5.17
H -3.30 -4.67 -6.54
C 6.66 3.01 -0.09
H 4.63 -3.01 4.97
Fe 0.60 0.19 0.05
C -0.15 2.93 -1.29
N 0.10 -0.07 2.28
O 4.43 -1.58 0.44
H -7.05 0.94 3.21
C -3.09 -4.17 -5.61
C 0.19 2.04 -2.40
C -5.10 1.80 3.23
O -2.92 2.68 3.18
H -7.30 -1.54 -1.25
C -5.30 1.19 -1.36
H -0.79 5.18 1.69
H -3.00 -2.21 -6.50
C -1.98 0.64 1.44
H 8.30 1.92 -0.94
C -4.34 -0.33 1.63
C 0.87 -0.64 3.10
C 6.53 0.72 -0.86
H 1.36 -1.57 -2.00
C -1.86 -3.44 -0.05
H 4.86 3.84 0.77
C 0.52 0.34 -4.66
H -2.65 -4.84 -2.32
C -0.62 4.56 0.82
C 5.10 -1.36 6.26
H -1.47 0.26 3.48
C -2.14 -4.58 2.04
H 0.43 2.52 -3.35
C -3.78 1.69 2.79
C -6.03 0.84 2.87
H 0.01 1.26 -4.92
C 3.07 -1.85 3.15
C -6.46 0.43 -1.32
C -1.01 -4.45 -0.49
H 0.88 -0.20 -6.71
C 2.10 -2.51 -6.54
H -0.10 -6.33 -0.03
C 1.92 -1.51 2.59
C -4.00 -0.83 -1.36
H 0.08 2.85 1.94
C 1.59 -1.70 -5.38
C -2.40 -3.49 1.23
C 4.61 1.82 0.11
H -3.02 -2.69 1.60
C 4.92 -0.01 6.50
H -1.24 6.05 -0.60
O -1.61 -0.30 0.50
C 3.19 1.56 0.49
H -1.85 1.64 1.02
H 6.98 -0.16 -1.30
N -1.05 0.56 2.61
C 5.21 0.73 -0.48
O 1.80 -2.25 -7.67
H 7.25 3.91 0.06
H 0.72 -0.60 4.18
*
```

Atomic partial charges in e from the Löwdin method, atoms 1 to 5: -0.1309, 0.0095, -0.0749, 0.1104, -0.0617

No. 4
C54H44Br2GeMnN3O2PS | ωB97M-V/def2-TZVPD

Summary:
HOMO energy (alpha / beta) = -0.457 / -0.457 Eh
orbital gap (alpha / beta) = 5.29 / 6.15 eV

The geometry in ORCA input format:
```
! wB97M-V def2-TZVPD RIJCOSX def2/J DEFGRID3
* xyz 2 4
C -1.20 -2.17 2.71
N 1.57 1.19 0.41
H 2.00 2.41 5.94
H 1.30 0.43 -7.15
H -1.17 1.24 3.33
H 3.34 -4.59 0.96
C -5.89 2.28 -1.49
C 2.77 -3.31 -0.67
C -0.21 2.73 0.87
C 1.23 2.48 0.65
C -4.96 -0.99 0.87
C -1.55 -3.30 1.97
H -8.03 -3.32 -4.13
Ge -5.57 0.37 -1.71
Br 4.81 4.49 0.50
H -2.57 -5.18 2.01
H -0.29 2.73 5.09
C -3.77 0.15 -2.49
C 1.18 -2.01 1.14
C -7.85 -2.25 -4.09
C -6.66 -1.79 2.37
H -3.93 0.50 -3.51
C -2.33 1.87 0.64
H 1.88 -3.43 2.61
C -4.89 3.23 -1.70
H -6.64 -2.37 -2.34
H -0.09 -3.05 -5.07
H -3.91 -0.86 0.64
H 0.63 -1.98 -7.22
C -3.19 -1.27 -2.53
C 2.01 -2.24 -1.11
C -2.05 3.95 1.74
H -3.33 -4.92 4.35
H -3.97 3.01 1.41
C -5.93 -0.60 -0.06
C -8.43 -1.41 -5.03
H -6.94 -2.25 3.31
H 1.88 4.52 0.83
C -7.05 -1.71 -3.09
H 2.07 -1.91 -2.14
H -2.78 -2.87 5.61
H 4.90 1.54 0.21
P -0.06 -1.01 1.94
C -7.27 -0.84 0.25
H -7.95 2.00 -0.93
C 2.86 0.89 0.27
Mn -0.01 0.02 -0.24
C 0.63 0.07 3.20
C -2.02 -1.58 -1.62
C -5.33 -1.57 2.07
C 2.17 3.49 0.68
C 1.62 1.76 5.16
C -5.15 4.59 -1.53
H -3.93 -2.06 -2.39
H -8.68 -1.62 1.67
H -3.05 0.83 -2.04
C -1.66 -1.99 4.01
C 0.24 -2.02 -5.14
H -9.07 -1.83 -5.81
C -2.90 2.95 1.28
H -6.62 6.06 -1.01
C -7.15 2.72 -1.10
C -6.82 -0.34 -3.02
C -6.41 5.00 -1.14
C 1.94 -0.09 3.66
C 0.33 1.94 4.69
H -1.41 -1.11 4.58
Br -2.74 5.42 2.66
C 0.99 0.61 -5.05
H -8.68 0.61 -5.70
C 1.00 -0.08 -6.25
C 3.51 3.16 0.50
H -4.56 -1.86 2.79
C 0.63 -1.43 -6.30
H -4.37 5.32 -1.72
C -7.64 -1.44 1.45
H 3.10 -0.16 0.12
C -0.69 3.85 1.53
O -1.67 -0.65 -0.75
C -2.74 -4.14 3.88
C -2.43 -2.99 4.59
H -8.40 4.40 -0.62
C -7.41 4.07 -0.92
C -7.41 0.49 -3.98
C 2.74 -3.74 0.66
H 3.41 -3.82 -1.38
C 1.93 -3.09 1.58
H -1.21 -3.42 0.95
H -8.05 -0.57 -0.46
C -2.31 -4.29 2.57
C -8.22 -0.04 -4.97
C 0.60 -0.03 -3.87
C 2.42 0.75 4.65
H -7.25 1.56 -3.94
C -0.17 1.10 3.70
H -0.01 4.61 1.90
N -1.02 1.75 0.44
C 3.86 1.83 0.32
H 1.28 1.65 -5.00
S 0.65 0.86 -2.39
H -2.95 1.07 0.25
H -3.90 2.92 -2.03
H 2.56 -0.88 3.26
N 0.24 -1.33 -3.97
H 3.43 0.62 5.02
C 1.20 -1.59 -0.18
H -0.15 -1.81 -3.16
H -2.78 -1.45 -3.53
O -1.38 -2.61 -1.77
*
```

Atomic partial charges in e from the Löwdin method, atoms 1 to 5: -0.3189, -0.0148, 0.1182, 0.1308, 0.1088

- Which formula does entry 4 have?
  C54H44Br2GeMnN3O2PS

- Number 4 is which compound?
  C54H44Br2GeMnN3O2PS